# 1
C26H23BF4N8O3Re | ωB97M-V with the def2-TZVPD basis set

Element x y z (Å)
Re1 -0.1542 0.2470 -0.0028
C1 2.1271 -4.5079 -0.1525
C2 1.1109 -4.9896 -0.9600
C3 -0.1192 -4.3500 -0.9417
C4 -0.2726 -3.2426 -0.1165
N1 0.7107 -2.7517 0.6379
C5 1.8823 -3.3832 0.6221
C6 -1.5921 -2.5810 0.0670
C7 -2.7624 -3.3219 -0.0231
C8 -3.9737 -2.7475 0.3024
C9 -3.9925 -1.4464 0.7763
C10 -2.8079 -0.7441 0.8392
N2 -1.6277 -1.2779 0.4247
C11 -2.7146 0.6111 1.4142
C12 -3.7288 1.2564 2.0879
C13 -3.4784 2.5095 2.6325
C14 -2.2238 3.0769 2.5011
C15 -1.2497 2.3860 1.8082
N3 -1.5033 1.1816 1.2804
H1 3.0932 -4.9908 -0.1186
H2 1.2656 -5.8564 -1.5878
H3 -0.9273 -4.7056 -1.5645
H4 2.6583 -2.9799 1.2609
H5 -2.7100 -4.3644 -0.2979
H6 -4.8888 -3.3195 0.2340
H7 -4.9159 -0.9897 1.0962
H8 -4.6971 0.7956 2.2066
H9 -4.2620 3.0302 3.1655
H10 -1.9922 4.0456 2.9185
H11 -0.2624 2.7888 1.6516
O1 1.5559 -0.4124 -0.8794
N4 2.6362 -0.2647 -0.1561
N5 2.4235 0.1157 1.0109
O2 1.1856 0.3042 1.4709
C16 3.5114 0.3503 1.9417
C17 4.8035 0.4317 1.4465
C18 5.8279 0.6495 2.3496
C19 5.5535 0.7847 3.7058
C20 4.2487 0.7025 4.1692
C21 3.2043 0.4843 3.2833
H12 5.0021 0.3462 0.3883
H13 6.8441 0.7241 1.9895
H14 6.3619 0.9600 4.4017
H15 4.0372 0.8096 5.2235
H16 2.1846 0.4167 3.6287
C22 -2.6036 3.3353 -3.5941
N6 -1.9772 2.0158 -3.4109
C23 -1.6026 1.2869 -4.4813
C24 -0.9949 0.0891 -4.3580
C25 -0.6822 -0.3666 -3.0537
N7 -1.0351 0.3635 -1.9697
C26 -1.7684 1.5494 -2.1260
O3 -2.1979 2.1294 -1.1545
N8 -0.0731 -1.5422 -2.9124
H17 -3.3250 3.2713 -4.4044
H18 -1.8378 4.0725 -3.8259
H19 -3.1073 3.6065 -2.6734
H20 -1.8316 1.7164 -5.4474
H21 -0.7245 -0.4912 -5.2255
H22 0.2619 -2.0075 -3.7407
H23 0.3675 -1.8170 -2.0488
F1 1.8290 3.8993 -1.6152
B1 1.7346 3.6910 -0.3168
F2 0.8108 4.3439 0.3837
F3 2.7418 3.1273 0.3398
F4 0.6431 1.9465 -0.5005

Summary:
DFT total energy = -2170.6763 Eh
energy relative to the best compared isomer or geometry (same formula, charge and spin) = 0.0 kcal per mole
charge = +2
2S+1 = 4



# 2
C43H110N6O18 | ωB97M-V with the def2-TZVPD basis set

Element x y z (Å)
C1 0.6329 5.9078 3.0702
C2 -0.4223 7.0097 3.4228
O1 0.0243 7.6770 4.6382
C3 1.0652 8.5321 4.7763
O2 1.5093 8.9222 5.8604
O3 1.4535 8.8906 3.5716
C4 2.4295 9.8920 3.4776
H1 1.5503 6.2672 2.6039
H2 0.0954 5.2374 2.3996
H3 0.7246 5.3468 4.0002
H4 -1.3282 6.4596 3.6777
H5 -0.6622 7.7339 2.6443
H6 2.6567 10.1202 2.4362
H7 3.3754 9.5679 3.9113
H8 2.1312 10.8296 3.9466
C5 3.0659 0.4942 3.2766
O4 3.3460 0.5265 4.6284
C6 4.5694 1.1407 4.9266
C7 4.5233 1.5861 6.3998
N1 3.4071 2.4827 6.6014
C8 3.1303 2.7264 7.9877
C9 2.0135 3.7795 8.1322
O5 0.6928 3.3069 7.6641
C10 -0.4073 4.0508 8.0861
H9 3.0834 1.5265 2.9272
H10 2.0750 0.1046 3.0429
H11 3.7108 -0.0192 2.5634
H12 4.7803 2.0162 4.3125
H13 5.3628 0.4086 4.7757
H14 5.4625 2.1076 6.5846
H15 4.4711 0.7695 7.1200
H16 2.5681 2.0851 6.2036
H17 4.0314 3.1429 8.4378
H18 3.0420 1.7525 8.4691
H19 2.1676 4.7400 7.6404
H20 1.9002 4.0530 9.1812
H21 -0.4026 4.0560 9.1761
H22 -1.3212 3.6005 7.6986
H23 -0.4379 5.1017 7.7983
C11 -2.7041 -5.3384 13.3701
O6 -2.4004 -5.9904 12.1640
C12 -3.4907 -6.5770 11.5207
C13 -3.0530 -7.4311 10.3316
N2 -2.9588 -6.6365 9.0906
C14 -2.5614 -7.4691 7.9883
C15 -2.2310 -6.5775 6.7954
O7 -1.1458 -5.7789 7.1403
C16 -0.6723 -4.9340 6.0763
H24 -1.8081 -4.7606 13.5964
H25 -2.9990 -5.9591 14.2162
H26 -3.4386 -4.5552 13.1822
H27 -4.2273 -5.8473 11.1844
H28 -4.0231 -7.1879 12.2497
H29 -3.8858 -8.1156 10.1700
H30 -2.1511 -7.9695 10.6228
H31 -2.1687 -6.0272 9.2475
H32 -3.3658 -8.1210 7.6476
H33 -1.6831 -8.0619 8.2437
H34 -3.0868 -5.9685 6.5039
H35 -1.9286 -7.1722 5.9334
H36 0.1778 -4.3262 6.3860
H37 -1.4710 -4.2330 5.8337
H38 -0.4158 -5.4860 5.1720
C17 9.8586 -8.4580 -3.1380
O8 9.2372 -7.3715 -3.8573
C18 8.1098 -7.8013 -4.6344
C19 7.4582 -6.6045 -5.3708
N3 7.2922 -5.3952 -4.4861
C20 6.5886 -4.2099 -5.0631
C21 7.3447 -3.5406 -6.2401
O9 8.4973 -2.8560 -5.7934
C22 9.1948 -2.3253 -6.9462
H39 9.2110 -9.1549 -2.6059
H40 10.5438 -7.9319 -2.4734
H41 10.4442 -9.0924 -3.8034
H42 7.4252 -8.2669 -3.9254
H43 8.4537 -8.5379 -5.3606
H44 6.4803 -6.8708 -5.7719
H45 8.0710 -6.2927 -6.2166
H46 8.2078 -5.0234 -4.2774
H47 6.4396 -3.4164 -4.3307
H48 5.5823 -4.5414 -5.3193
H49 6.6915 -2.7563 -6.6225
H50 7.5553 -4.3064 -6.9866
H51 10.1192 -1.8875 -6.5694
H52 8.8183 -1.4538 -7.4817
H53 9.4226 -3.1162 -7.6609
C23 3.7427 1.6716 -2.4243
O10 2.4171 1.1904 -2.2410
C24 1.5300 1.5178 -3.2757
C25 0.1747 0.8134 -3.0701
N4 -0.4644 1.4426 -1.9091
C26 -1.7286 0.7559 -1.6488
C27 -2.2339 1.0278 -0.2472
O11 -1.2891 0.6504 0.7903
C28 -1.8649 0.7664 2.0455
H54 3.7605 2.7319 -2.1725
H55 4.1117 1.5754 -3.4454
H56 4.3680 1.1960 -1.6687
H57 1.8624 1.1918 -4.2613
H58 1.3744 2.5963 -3.3018
H59 0.2932 -0.2566 -2.8997
H60 -0.4298 0.9888 -3.9600
H61 0.1749 1.2521 -1.1507
H62 -1.7131 -0.3113 -1.8699
H63 -2.5338 1.0762 -2.3101
H64 -3.1343 0.4182 -0.1715
H65 -2.5300 2.0582 -0.0505
H66 -1.3108 0.2529 2.8312
H67 -2.8100 0.2258 2.0960
H68 -2.0701 1.8022 2.3161
C29 -8.0163 0.9495 0.5202
O12 -7.9408 -0.1643 -0.3144
C30 -7.9944 0.1435 -1.7043
C31 -8.1750 -1.1226 -2.5112
N5 -6.9470 -1.9333 -2.3791
C32 -6.9966 -3.2114 -2.9583
C33 -5.7231 -3.9062 -2.6036
O13 -5.5538 -4.0891 -1.1696
C34 -4.5108 -4.9504 -0.7974
H69 -7.2169 1.6781 0.3852
H70 -8.0976 0.5710 1.5391
H71 -8.9600 1.4509 0.3053
H72 -7.1179 0.7248 -1.9905
H73 -8.9044 0.7134 -1.8916
H74 -8.3442 -0.8661 -3.5570
H75 -9.1177 -1.5416 -2.1595
H76 -6.7295 -1.9465 -1.3929
H77 -7.1007 -3.1018 -4.0378
H78 -7.8770 -3.7439 -2.5985
H79 -4.8298 -3.3892 -2.9541
H80 -5.7634 -4.8459 -3.1545
H81 -4.4079 -5.7759 -1.5018
H82 -4.6154 -5.3036 0.2284
H83 -3.5915 -4.3678 -0.8577
C35 3.0386 3.0815 -9.2208
O14 1.6449 3.3364 -9.1505
C36 1.1216 3.8279 -10.4027
C37 -0.2876 4.3275 -10.0751
N6 -1.2253 3.2798 -9.8056
C38 -2.5684 3.7741 -9.4211
C39 -3.4306 2.6236 -8.9997
O15 -2.7527 1.9006 -7.9802
C40 -3.5809 0.7696 -7.6345
H84 3.2223 2.4543 -10.0931
H85 3.2287 2.5209 -8.3055
H86 3.5925 4.0203 -9.2306
H87 1.1278 3.0170 -11.1310
H88 1.7073 4.6036 -10.8959
H89 -0.5053 5.0659 -10.8468
H90 -0.1592 4.9873 -9.2170
H91 -0.8796 2.5988 -9.1446
H92 -3.1169 4.2894 -10.2095
H93 -2.5336 4.4568 -8.5721
H94 -3.6383 2.0435 -9.8988
H95 -4.3856 2.9858 -8.6190
H96 -3.0895 0.3600 -6.7520
H97 -3.5016 0.0369 -8.4376
H98 -4.5847 1.0546 -7.3192
C41 3.6919 7.7374 -1.4851
O16 4.6474 8.6910 -1.1929
H99 2.7459 8.0329 -1.0315
H100 3.4639 7.6296 -2.5456
H101 3.9732 6.7988 -1.0075
H102 4.2726 9.4958 -1.5583
C42 -8.0294 -4.4533 2.3426
O17 -8.8941 -4.8098 3.4547
H103 -8.4306 -4.8881 1.4271
H104 -7.8164 -3.3984 2.1699
H105 -7.0516 -4.8954 2.5339
H106 -9.0428 -5.7485 3.3186
C43 -1.1276 6.5560 -4.1413
O18 -0.9433 6.0902 -2.7758
H107 -0.1784 6.6682 -4.6654
H108 -1.5375 5.7433 -4.7410
H109 -1.8144 7.4004 -4.1996
H110 -0.9622 5.1304 -2.7872

Summary:
DFT total energy = -3386.7354 Eh
energy relative to the best compared isomer or geometry (same formula, charge and spin) = 0.0 kcal per mole
charge = 0
SMILES = CCOC(=O)OC.COCCNCCOC.COCCNCCOC.COCCNCCOC.COCCNCCOC.COCCNCCOC.COCCNCCOC.CO.CO.CO



# 3
C4H17NO4 | ωB97M-V with the def2-TZVPD basis set

Element x y z (Å)
O1 2.9701 -0.8394 -2.5660
H1 2.5352 -0.3559 -1.8637
H2 2.3986 -1.5894 -2.7307
O2 1.8514 -0.0387 -0.9217
H3 0.9330 0.0457 -0.6656
H4 2.3058 0.6307 -0.4101
O3 2.6433 1.2740 0.6039
H5 2.1765 2.0409 0.9358
H6 3.3441 1.1262 1.2390
C1 -1.1142 -1.7189 1.1385
C2 -1.8435 -0.4642 0.6304
C3 -1.2529 0.1169 -0.6335
O4 0.0705 0.5871 -0.2837
C4 0.0667 1.8963 0.2205
N1 -3.2472 -0.9007 0.5123
H7 -1.3168 -1.9274 2.1890
H8 -0.0401 -1.5517 1.0576
H9 -1.3604 -2.6121 0.5643
H10 -1.6820 0.2746 1.4153
H11 -1.8727 0.8879 -1.0912
H12 -1.1688 -0.5833 -1.4646
H13 1.1227 2.1339 0.3496
H14 -0.4932 1.9552 1.1538
H15 -0.3535 2.6847 -0.4039
H16 -3.3128 -1.5395 1.2919
H17 -3.3598 -1.5331 -0.2671

Summary:
DFT total energy = -518.0770 Eh
energy relative to the best compared isomer or geometry (same formula, charge and spin) = 142.9 kcal per mole
charge = 0



# 4
C6H17BMnO5 | ωB97M-V with the def2-TZVPD basis set

Element x y z (Å)
Mn1 0.6007 0.8288 -0.2923
C1 2.7614 -1.4988 1.6922
C2 3.0289 -0.1248 1.2493
O1 2.6259 0.1171 -0.1112
H1 3.0265 -1.8930 2.6732
H2 3.2681 -2.2498 1.0861
H3 1.7033 -1.7138 1.5427
H4 4.0185 0.3134 1.3793
H5 2.3809 0.5411 1.8191
O2 -0.1597 -0.0299 -2.1583
C3 -1.1460 0.5796 -3.0387
C4 -2.4213 -0.3417 -3.3987
O3 -2.2460 -1.6701 -3.7592
H6 -0.7146 0.7673 -4.0219
H7 -1.5852 1.5286 -2.7309
H8 -2.9705 0.1149 -4.2221
H9 -3.1003 -0.3420 -2.5461
O4 -2.5875 -0.5067 3.5761
C5 -1.9901 -1.4802 2.7011
C6 -1.2776 -0.9376 1.3922
O5 -0.6752 0.3636 1.3685
H10 -2.6299 -2.3495 2.5496
H11 -1.1757 -1.9914 3.2144
H12 -1.9799 -0.8433 0.5640
H13 -0.6474 -1.7125 0.9558
B1 0.7705 2.9118 -0.2927
H14 1.0713 3.9465 -0.3492
H15 1.1914 2.4138 0.5670
H16 -0.3026 2.8186 -0.2288
H17 1.1620 2.4400 -1.1805

Summary:
DFT total energy = -1790.4135 Eh
charge = -3
2S+1 = 7



# 5
C4H3ErLiO | ωB97M-V with the def2-TZVPD basis set

Element x y z (Å)
C1 1.1069 -0.0603 -1.1752
C2 0.2256 -0.8864 -1.5971
H1 -0.1890 -1.5133 -2.3801
Er1 2.9877 1.2406 0.0543
O1 -1.3069 1.0130 1.5810
C3 -1.1543 0.4880 0.4997
C4 -0.1673 -0.4016 -0.0125
Li1 -0.0834 0.6245 3.0311
H2 0.0272 -1.2665 0.6328
H3 -1.4466 0.7618 -0.6340

Summary:
DFT total energy = -1250.6142 Eh
energy relative to the best compared isomer or geometry (same formula, charge and spin) = 92.7 kcal per mole
charge = +3
2S+1 = 4